Below is C3H3Cl3S in the gas phase in a non-equilibrium geometry, with properties calculated with the ωB97M-V functional and the def2-TZVPD basis.

Atoms and positions in Å:
1 S 0.436 -1.855 1.371
2 C 0.294 -0.607 0.377
3 C 1.283 0.532 0.291
4 Cl 0.794 1.779 1.442
5 C -1.237 -0.398 -0.725
6 Cl -0.999 0.996 -1.754
7 Cl -2.579 -0.105 0.467
8 H 2.241 -0.030 0.722
9 H 1.238 0.976 -0.744
10 H -1.470 -1.290 -1.449

Atomic forces in eV per Å
S -0.349 0.396 -0.658
C -2.539 -0.115 -1.553
C 0.915 -1.916 0.096
Cl -0.049 0.318 0.124
C 1.568 -1.311 1.345
Cl -0.121 0.142 -0.140
Cl 0.735 -0.398 -0.936
H -1.537 1.918 -1.476
H 0.823 -0.523 1.216
H 0.554 1.488 1.981

## Properties
Frontier orbital gap (eV): 8.26
HOMO level (eV): -9.22
Total energy (eV): -51559.9762
SMILES: S=C(CCl)C(Cl)Cl
Energy above the lowest of the compared OMol25 structures with the same formula, charge and spin (kJ/mol): 102.03


Below is a gas-phase ion, C6H8N3S (charge +1) in a non-equilibrium geometry, with properties calculated with the ωB97M-V functional and the def2-TZVPD basis.

Atoms and positions in Å:
1 C -1.715 1.318 0.107
2 C -2.208 0.081 -0.027
3 C -0.341 1.558 -0.167
4 C -1.414 -1.075 -0.069
5 C 1.942 0.849 0.081
6 C 0.796 -2.005 0.143
7 N 2.717 1.810 0.209
8 N 0.563 0.869 0.392
9 N -0.267 -1.153 0.579
10 S 2.336 -0.984 -0.100
11 H -2.341 2.103 -0.273
12 H -3.219 0.009 -0.563
13 H -0.200 2.464 -0.745
14 H -1.605 -1.577 -1.011
15 H 1.124 -2.690 0.869
16 H 0.404 -2.622 -0.651
17 H 3.715 1.581 -0.137
18 H -0.287 -0.535 1.364

Atomic forces in eV per Å
C 0.796 2.283 -0.904
C -2.043 -2.611 -1.429
C -1.225 1.872 1.204
C -2.296 1.023 -1.966
C -4.351 -0.477 0.889
C -2.074 2.453 0.949
N 3.347 -0.604 -1.451
N 3.956 0.619 -0.361
N -0.268 -3.596 0.489
S 1.619 0.413 -0.911
H -0.410 0.374 0.375
H 1.392 -0.120 1.260
H 0.670 -0.006 -0.559
H 0.203 -1.131 0.455
H 0.711 -0.828 1.376
H 0.558 0.213 -0.999
H -1.622 0.561 1.001
H 1.038 -0.439 0.582

## Properties
Spin multiplicity: 3
Frontier orbital gap (spin up / spin down) (eV): 6.54 / 4.72
HOMO level (spin up / spin down) (eV): -10.48 / -13.27
Net charge: +1
Total energy (eV): -21643.6078
Energy above the lowest of the compared OMol25 structures with the same formula, charge and spin (kJ/mol): 92.97


Below is C4H8N2S in the gas phase in a non-equilibrium geometry, with properties calculated with the ωB97M-V functional and the def2-TZVPD basis.

Atoms and positions in Å:
1 N -1.457 0.926 0.201
2 C -0.701 0.108 1.178
3 C 0.475 -0.570 0.483
4 C 0.125 -1.166 -0.947
5 N 1.133 -0.184 -1.445
6 C 1.380 0.413 -0.290
7 S 2.034 1.805 0.227
8 H -2.263 1.340 0.706
9 H -0.921 1.672 -0.241
10 H -0.348 0.679 2.041
11 H -1.318 -0.724 1.524
12 H 0.980 -1.254 1.158
13 H 0.468 -2.224 -1.030
14 H -0.932 -0.877 -1.193
15 H 1.345 0.057 -2.373

Atomic forces in eV per Å
N -1.009 -0.122 0.981
C 0.362 0.123 -0.843
C -0.337 0.347 -0.800
C 0.604 0.250 1.100
N -0.948 -1.366 0.223
C -0.793 -0.010 1.407
S 0.558 0.265 -0.273
H 0.795 -0.198 -0.749
H 0.061 -0.176 0.564
H 0.096 -0.043 0.005
H -0.383 0.272 0.097
H 0.200 -0.004 -0.036
H -0.716 0.791 -0.412
H 1.093 -0.720 -0.166
H 0.417 0.591 -1.099

## Properties
Frontier orbital gap (eV): 9.18
HOMO level (eV): -8.29
Total energy (eV): -18092.2670
SMILES: NC[C@H]1CNC1=S
Energy above the lowest of the compared OMol25 structures with the same formula, charge and spin (kJ/mol): 142.35